Density functional theory data (wB97M-V/def2-TZVPD) for the molecule C5H11N in a non-equilibrium geometry.

Summary:
ΔE to the lowest compared entry with this formula, charge and spin   1.9547 eV
SMILES string   C=C(C)N(C)C
LUMO level   1.0 eV
Kohn-Sham gap   8.7 eV

ORCA input file:
```
! wB97M-V def2-TZVPD RIJCOSX def2/J DEFGRID3
* xyz 0 1
C 1.394 0.824 -1.165
C 0.750 0.146 -0.196
C 1.564 -0.704 0.759
N -0.715 0.076 -0.014
C -1.228 0.506 1.259
C -1.538 -0.448 -1.068
H 0.843 1.446 -1.862
H 2.454 0.691 -1.350
H 2.593 -0.857 0.415
H 1.578 -0.269 1.762
H 1.131 -1.706 0.846
H -1.083 -0.249 2.037
H -2.266 0.842 1.185
H -0.503 1.392 1.483
H -1.386 -1.522 -1.214
H -2.597 -0.227 -0.900
H -0.990 0.058 -1.977
*
```

natural (NBO) charges, unit e, in atom order: C -0.452; C 0.213; C -0.664; N -0.510; C -0.392; C -0.387; H 0.199; H 0.205; H 0.218; H 0.216; H 0.214; H 0.173; H 0.202; H 0.194; H 0.171; H 0.202; H 0.198


Density functional theory data (wB97M-V/def2-TZVPD) for a cluster of 6 separate species, C14H42N2O8 in total in a non-equilibrium geometry.

Summary:
ΔE to the lowest compared entry with this formula, charge and spin   1.9797 eV
SMILES string   COC[C@H](C)N.COC[C@H](C)N.OCCO.OCCO.CO.CO
LUMO level   0.5 eV
Kohn-Sham gap   9.3 eV

ORCA input file:
```
! wB97M-V def2-TZVPD RIJCOSX def2/J DEFGRID3
* xyz 0 1
C 18.046 5.512 -20.036
O 17.047 4.936 -20.841
C 16.714 5.669 -22.065
C 15.308 5.221 -22.635
C 15.286 3.787 -23.072
N 14.923 6.013 -23.776
H 17.683 6.429 -19.572
H 18.992 5.547 -20.575
H 18.193 4.809 -19.216
H 16.636 6.720 -21.788
H 17.439 5.646 -22.879
H 14.492 5.267 -21.913
H 16.134 3.666 -23.746
H 14.357 3.436 -23.521
H 15.502 3.278 -22.132
H 13.969 5.877 -24.077
H 14.984 7.007 -23.610
C 15.051 5.652 -17.977
O 13.722 5.220 -17.713
C 13.626 4.163 -16.733
C 12.147 3.785 -16.478
C 12.087 2.623 -15.581
N 11.493 3.567 -17.783
H 15.100 6.713 -18.220
H 15.292 5.139 -18.908
H 15.810 5.556 -17.200
H 14.160 3.296 -17.122
H 14.144 4.549 -15.855
H 11.673 4.618 -15.958
H 11.044 2.351 -15.418
H 12.567 2.968 -14.665
H 12.524 1.661 -15.848
H 12.000 2.778 -18.160
H 11.729 4.286 -18.451
O 10.390 9.228 -24.458
C 10.280 8.048 -23.738
C 11.534 7.229 -23.763
O 11.816 6.530 -25.026
H 9.567 9.722 -24.432
H 10.038 8.133 -22.679
H 9.500 7.361 -24.068
H 11.571 6.598 -22.876
H 12.338 7.962 -23.694
H 11.866 7.234 -25.678
O 16.172 10.236 -20.946
C 16.868 9.473 -20.057
C 18.317 9.200 -20.592
O 18.984 10.341 -21.019
H 16.710 11.028 -21.014
H 17.013 10.095 -19.173
H 16.245 8.627 -19.769
H 18.248 8.431 -21.361
H 18.757 8.714 -19.721
H 19.877 10.135 -21.306
C 12.624 9.205 -16.918
O 12.542 9.783 -15.642
H 13.659 9.260 -17.256
H 12.417 8.147 -16.761
H 11.897 9.620 -17.615
H 12.323 10.717 -15.685
C 13.398 7.509 -20.525
O 12.661 6.459 -19.931
H 13.452 8.403 -19.903
H 14.436 7.180 -20.557
H 12.988 7.763 -21.502
H 13.136 6.106 -19.175
*
```

natural (NBO) charges, unit e, in atom order: C -0.247; O -0.558; C -0.066; C -0.062; C -0.609; N -0.857; H 0.159; H 0.176; H 0.191; H 0.159; H 0.181; H 0.169; H 0.202; H 0.215; H 0.211; H 0.383; H 0.350; C -0.283; O -0.592; C -0.060; C -0.074; C -0.622; N -0.813; H 0.181; H 0.203; H 0.189; H 0.163; H 0.172; H 0.193; H 0.229; H 0.212; H 0.209; H 0.336; H 0.371; O -0.718; C -0.101; C -0.100; O -0.731; H 0.479; H 0.166; H 0.166; H 0.204; H 0.168; H 0.472; O -0.707; C -0.074; C -0.087; O -0.729; H 0.473; H 0.148; H 0.182; H 0.157; H 0.151; H 0.486; C -0.247; O -0.729; H 0.156; H 0.183; H 0.171; H 0.466; C -0.245; O -0.754; H 0.157; H 0.153; H 0.182; H 0.490


Density functional theory data (wB97M-V/def2-TZVPD) for a structure of composition C3H5InMgO3 in a non-equilibrium geometry.

Summary:
ΔE to the lowest compared entry with this formula, charge and spin   0.4850 eV
LUMO level (spin up / spin down)   -4.6 / -6.1 eV
Kohn-Sham gap (spin up / spin down)   8.1 / 5.9 eV

ORCA input file:
```
! wB97M-V def2-TZVPD RIJCOSX def2/J DEFGRID3
* xyz 1 2
O -0.672 1.723 -0.363
C -1.934 1.456 -0.050
C -2.567 0.261 -0.049
O -2.050 -0.928 -0.496
C -0.832 -1.442 0.123
Mg 0.491 0.207 -0.634
H -2.523 2.296 0.352
H -3.535 0.167 0.453
H -0.707 -2.440 -0.330
H -0.996 -1.518 1.216
In 3.741 0.425 0.191
O 2.115 -0.321 0.321
H 1.912 -1.214 0.842
*
```

Löwdin charges, unit e, in atom order: O -0.170; C -0.188; C -0.093; O -0.127; C -0.116; Mg 0.855; H 0.145; H 0.147; H 0.069; H 0.083; In 0.900; O -0.617; H 0.114


Density functional theory data (wB97M-V/def2-TZVPD) for the molecule C5H6N2O2S in a non-equilibrium geometry.

Summary:
ΔE to the lowest compared entry with this formula, charge and spin   4.1793 eV
LUMO level (spin up / spin down)   -0.7 / -0.7 eV
Kohn-Sham gap (spin up / spin down)   7.3 / 7.3 eV

ORCA input file:
```
! wB97M-V def2-TZVPD RIJCOSX def2/J DEFGRID3
* xyz 0 1
C 0.011 -1.772 -0.819
C -0.349 -0.571 -1.418
C -0.153 -2.270 0.441
C 0.454 1.304 0.189
C -0.213 0.775 -0.972
N -0.713 -1.703 1.539
N 0.980 2.581 0.153
O 0.504 0.622 1.312
O -1.360 0.080 3.017
S -1.123 -0.135 1.603
H 0.258 -2.626 -1.624
H -0.603 -0.548 -2.511
H 0.281 -3.291 0.746
H -0.492 1.512 -1.747
H 1.152 2.923 -0.761
H 1.368 3.117 0.853
*
```

natural (NBO) charges, unit e, in atom order: C -0.430; C -0.044; C 0.134; C 0.627; C -0.459; N -0.805; N -0.776; O -0.637; O -0.892; S 1.594; H 0.228; H 0.223; H 0.214; H 0.218; H 0.394; H 0.411


Q: The lowest ΔE to the lowest compared entry with this formula, charge and spin belongs to which entry?
A: C3H5InMgO3